[1]
Below is C25H23Cl5N3SV as an isolated structure, with properties calculated with ωB97M-V/def2-TZVPD.

HOMO (alpha / beta) = -10.91 / -10.19 eV
HOMO-LUMO gap (alpha / beta) = 0.291 / 0.264 hartree
⟨S²⟩ = 0.790
LUMO level (alpha / beta) = -3.0 / -3.0 eV

ORCA input file:
```
! wB97M-V def2-TZVPD RIJCOSX def2/J DEFGRID3
* xyz 1 2
V 0.077 -0.170 0.520
C -2.123 -2.668 -2.186
C -2.782 -2.165 -0.900
C -3.945 -1.239 -1.241
C -1.844 -1.614 0.163
C -0.634 -2.283 0.497
C -0.045 -2.081 1.777
C -0.499 -1.080 2.627
C -0.063 -0.955 4.052
C -1.408 -0.144 2.082
C -2.150 -0.479 0.902
H -2.823 -3.313 -2.716
H -1.221 -3.252 -2.001
H -1.882 -1.838 -2.849
H -3.204 -3.046 -0.401
H -3.589 -0.301 -1.677
H -4.559 -1.006 -0.370
H -4.589 -1.719 -1.977
H -0.300 -3.122 -0.097
H 0.750 -2.737 2.106
H -0.910 -1.227 4.686
H 0.216 0.071 4.294
H 0.767 -1.613 4.286
H -1.696 0.722 2.663
H -2.983 0.147 0.620
C 3.995 -3.214 -0.339
N 2.923 -2.903 -1.275
C 2.465 -3.718 -2.297
C 1.481 -3.055 -2.929
N 1.348 -1.826 -2.288
C 2.240 -1.744 -1.265
S 2.451 -0.452 -0.202
C 0.489 -0.787 -2.719
C 0.378 -0.575 -4.083
C -0.539 0.353 -4.540
C -1.310 1.030 -3.610
C -1.096 0.776 -2.269
N -0.201 -0.106 -1.801
H 4.218 -4.275 -0.406
H 3.674 -2.958 0.669
H 4.885 -2.635 -0.576
H 2.872 -4.697 -2.477
H 0.859 -3.340 -3.758
H 1.011 -1.125 -4.764
H -0.645 0.540 -5.599
H -2.055 1.755 -3.905
H -1.686 1.289 -1.525
Cl -0.418 2.428 0.260
C 0.890 2.427 1.428
C 1.286 1.151 1.762
C 2.356 1.073 2.645
Cl 3.009 -0.465 3.119
C 2.954 2.225 3.174
Cl 4.268 2.101 4.275
C 2.494 3.493 2.805
Cl 3.219 4.909 3.449
C 1.441 3.602 1.904
Cl 0.831 5.126 1.392
*
```

[2]
Below is C25H23Cl5N7SV as an isolated structure, with properties calculated with ωB97M-V/def2-TZVPD.

HOMO (alpha / beta) = -9.18 / -11.00 eV
HOMO-LUMO gap (alpha / beta) = 0.248 / 0.312 hartree
⟨S²⟩ = 3.772
LUMO level (alpha / beta) = -2.4 / -2.5 eV

ORCA input file:
```
! wB97M-V def2-TZVPD RIJCOSX def2/J DEFGRID3
* xyz 1 4
V 0.314 0.056 -0.139
C -0.346 -2.755 -0.541
N -1.042 -1.471 -0.450
C -1.742 -1.158 -1.689
C -0.785 -0.722 -2.767
C -1.258 -0.419 -4.036
C -0.364 0.033 -4.994
C 0.977 0.140 -4.653
C 1.358 -0.197 -3.364
N 0.501 -0.609 -2.433
C -1.966 -1.491 0.684
C -2.211 -0.079 1.116
C -3.427 0.353 1.612
C -3.556 1.667 2.043
C -2.439 2.490 1.942
C -1.273 1.993 1.392
N -1.138 0.725 0.976
C 0.773 -2.802 0.464
C 1.191 -3.980 1.066
C 2.314 -3.956 1.881
C 2.983 -2.753 2.051
C 2.474 -1.616 1.444
N 1.379 -1.635 0.687
H -1.039 -3.598 -0.403
H 0.104 -2.844 -1.539
H -2.334 -2.014 -2.045
H -2.426 -0.327 -1.488
H -2.309 -0.526 -4.258
H -0.711 0.282 -5.985
H 1.715 0.472 -5.369
H 2.399 -0.149 -3.071
H -2.905 -2.004 0.436
H -1.487 -2.017 1.521
H -4.265 -0.326 1.646
H -4.491 2.033 2.434
H -2.482 3.517 2.265
H -0.400 2.624 1.277
H 0.647 -4.895 0.898
H 2.657 -4.861 2.356
H 3.873 -2.698 2.654
H 2.959 -0.657 1.580
Cl 2.507 1.180 -0.387
C 1.441 2.174 -1.300
C 0.116 1.785 -1.175
C -0.792 2.587 -1.854
Cl -2.474 2.232 -1.707
C -0.405 3.690 -2.617
Cl -1.571 4.675 -3.408
C 0.951 4.000 -2.746
Cl 1.462 5.320 -3.715
C 1.899 3.221 -2.077
Cl 3.580 3.530 -2.232
N -0.222 -0.868 3.641
N -0.411 0.388 4.250
C 0.344 1.449 3.908
N 0.020 2.654 4.420
S 1.622 1.292 2.853
H 0.242 -1.485 4.313
H 0.460 -0.697 2.888
H -1.291 0.495 4.735
H -0.605 2.744 5.203
H 0.681 3.396 4.270
*
```

[3]
Below is one molecule with the formula C25H23ClN2O7, with properties calculated with ωB97M-V/def2-TZVPD.

SMILES = Cc1cc(=O)oc2cc(OCC(=O)N3CCN(C(=O)[C@H]4COc5ccccc5O4)CC3)c(Cl)cc12
HOMO = -8.63 eV
HOMO-LUMO gap = 0.313 hartree
LUMO level = -0.1 eV

ORCA input file:
```
! wB97M-V def2-TZVPD RIJCOSX def2/J DEFGRID3
* xyz 0 1
C -4.975 3.955 3.381
C -4.742 2.504 3.642
C -4.907 1.967 4.871
C -4.690 0.562 5.156
O -4.823 0.038 6.231
O -4.299 -0.225 4.097
C -4.130 0.276 2.860
C -3.739 -0.627 1.871
C -3.551 -0.196 0.570
O -3.193 -0.976 -0.475
C -2.897 -2.336 -0.241
C -1.678 -2.576 0.659
O -1.725 -3.395 1.555
N -0.575 -1.846 0.405
C -0.410 -0.883 -0.663
C 1.062 -0.790 -1.061
N 1.851 -0.338 0.065
C 3.056 0.259 0.000
O 3.662 0.606 0.996
C 3.627 0.509 -1.400
C 5.058 1.043 -1.298
O 5.563 1.340 -2.578
C 5.334 0.348 -3.494
C 6.053 0.360 -4.683
C 5.868 -0.638 -5.619
C 4.970 -1.664 -5.374
C 4.234 -1.675 -4.205
C 4.402 -0.667 -3.266
O 3.617 -0.701 -2.133
C 1.321 -0.678 1.376
C 0.564 -1.992 1.298
C -3.738 1.171 0.280
Cl -3.463 1.707 -1.339
C -4.122 2.062 1.250
C -4.332 1.634 2.566
H -4.065 4.424 3.010
H -5.282 4.460 4.293
H -5.753 4.084 2.630
H -5.215 2.563 5.715
H -3.593 -1.654 2.163
H -2.713 -2.765 -1.231
H -3.748 -2.858 0.210
H -0.992 -1.183 -1.535
H -0.761 0.108 -0.347
H 1.158 -0.087 -1.890
H 1.416 -1.768 -1.407
H 3.011 1.264 -1.920
H 5.086 1.965 -0.717
H 5.679 0.286 -0.803
H 6.757 1.161 -4.843
H 6.434 -0.621 -6.538
H 4.834 -2.454 -6.097
H 3.519 -2.455 -3.998
H 0.659 0.120 1.733
H 2.163 -0.752 2.067
H 1.225 -2.788 0.937
H 0.186 -2.287 2.279
H -4.257 3.098 0.987
*
```

Which maximum force belongs to each record? In order, 0.40, 2.48, 1.02 eV Å⁻¹.
Which energy relative to the best compared isomer or geometry (same formula, charge and spin) belongs to each record? In order, 2.8, 105.7, 4.5 kJ/mol.